No. 1
Molecular formula: C13H52O13
Method: DFT, the ωB97M-V functional and the def2-TZVPD basis

Computed properties:
Energy relative to the best compared isomer or geometry (same formula, charge and spin) in kcal per mole: 65.3
Maximum force in hartree/bohr: 0.046
E_tot in Ha: -1504.340425
Charge: 0
Kohn-Sham gap in eV: 9.893

Last column: Löwdin charge in e.
Positions of all 78 atoms, in Å:
C: 1.8160 -2.9607 -2.6276  -0.190
O: 2.7551 -2.4400 -3.5052  -0.104
H: 1.2018 -2.2620 -2.0592  0.062
H: 1.0689 -3.5696 -3.1422  0.073
H: 2.2674 -3.6097 -1.8742  0.078
H: 3.3437 -3.1291 -3.8205  0.087
C: 4.2906 -1.5056 -0.4721  -0.138
O: 5.1973 -1.0191 0.5570  -0.137
H: 3.2883 -1.6137 -0.0570  0.051
H: 4.3272 -0.8761 -1.3619  0.064
H: 4.6029 -2.4647 -0.8856  0.075
H: 5.0423 -0.0735 0.6473  0.022
C: 2.5489 -2.3014 2.8870  -0.159
O: 2.7329 -3.7253 2.8720  -0.115
H: 1.6704 -2.1377 2.2618  0.069
H: 2.6115 -1.7846 3.8446  0.080
H: 3.3681 -1.8597 2.3177  0.057
H: 2.0511 -4.2040 3.3486  0.068
C: -1.1744 3.0292 3.9023  -0.122
O: -1.0660 2.1242 5.0066  -0.120
H: -2.0080 3.7314 3.8792  0.087
H: -0.2853 3.6601 3.8425  0.087
H: -1.1426 2.5058 2.9469  0.065
H: -0.9241 2.6026 5.8264  0.101
C: 2.5405 1.0967 -3.4910  -0.182
O: 3.2091 1.8784 -4.4279  -0.099
H: 3.2076 0.8928 -2.6491  0.061
H: 1.7117 1.5985 -2.9910  0.079
H: 2.2596 0.0853 -3.7886  0.058
H: 4.1613 1.7680 -4.4082  0.079
C: -3.8586 0.9515 1.9818  -0.172
O: -5.0029 1.4421 1.3069  -0.127
H: -3.8373 -0.1405 1.9678  0.076
H: -2.9594 1.3627 1.5232  0.047
H: -4.0197 1.1830 3.0347  0.084
H: -4.8935 1.3058 0.3590  0.018
C: -3.3234 0.5249 -1.5063  -0.102
O: -4.2387 1.6304 -1.2824  -0.127
H: -3.1334 0.0348 -0.5507  0.072
H: -3.7999 -0.2985 -2.0399  0.068
H: -2.3696 0.7677 -1.9732  0.075
H: -4.2644 2.1027 -2.1184  0.095
C: -2.6512 -3.3466 -1.7832  -0.103
O: -3.2871 -2.5281 -2.8009  -0.145
H: -3.4147 -4.0534 -1.4563  0.083
H: -1.7447 -3.8367 -2.1363  0.081
H: -2.4337 -2.8164 -0.8556  0.076
H: -4.0037 -3.0696 -3.1386  0.091
C: -2.2974 3.9792 0.2601  -0.137
O: -0.9936 3.5185 -0.0984  -0.141
H: -2.9797 3.1304 0.2705  0.052
H: -2.2018 4.5798 1.1648  0.071
H: -2.6195 4.6404 -0.5457  0.075
H: -0.8830 2.5658 -0.0281  0.021
C: -1.0262 -0.2607 -4.4995  -0.133
O: -1.0525 -1.0075 -3.3069  -0.163
H: -1.5989 -0.8448 -5.2222  0.081
H: -1.5123 0.7015 -4.3333  0.073
H: 0.0110 -0.2137 -4.8279  0.075
H: -1.8876 -1.4382 -3.1026  0.010
C: 0.1517 -0.1263 -0.1979  -0.150
O: -0.4541 0.7424 0.7341  -0.135
H: 0.2030 0.3377 -1.1836  0.071
H: 1.1421 -0.5167 0.0418  0.061
H: -0.4364 -1.0045 -0.4756  0.063
H: -0.5473 0.3258 1.5981  0.039
C: 3.1411 1.6572 1.4717  -0.128
O: 4.0715 1.5557 0.4250  -0.131
H: 3.2004 0.7206 2.0270  0.075
H: 3.4837 2.4387 2.1515  0.085
H: 2.1113 1.7886 1.1385  0.076
H: 4.0935 2.3675 -0.0871  0.096
C: -0.2977 -1.0502 4.3521  -0.100
O: -0.8468 -0.0370 3.4576  -0.150
H: 0.1782 -1.8996 3.8645  0.046
H: 0.4687 -0.5319 4.9283  0.084
H: -1.0482 -1.5495 4.9661  0.079
H: -1.0108 0.7786 3.9466  0.009

Cartesian forces (eV/Å) of the 6 atoms listed first:
-1.0 -1.6 0.8
0.4 1.2 -0.3
0.5 0.8 -0.4
0.0 -0.1 -0.2
0.2 -0.1 0.1
-0.1 -0.1 0.1


No. 2
Molecular formula: C13H52O13
Method: DFT, the ωB97M-V functional and the def2-TZVPD basis

Computed properties:
Energy relative to the best compared isomer or geometry (same formula, charge and spin) in kcal per mole: 98.5
Maximum force in hartree/bohr: 0.081
E_tot in Ha: -1504.287596
Charge: 0
Kohn-Sham gap in eV: 9.769

Last column: Löwdin charge in e.
Positions of all 78 atoms, in Å:
C: -2.2424 2.5670 -1.9871  -0.161
O: -2.6779 3.1765 -0.8005  -0.129
H: -3.0511 2.7297 -2.6950  0.089
H: -2.1582 1.4875 -1.8799  0.043
H: -1.2879 3.0214 -2.2977  0.094
H: -2.0592 2.8953 -0.1051  0.015
C: 4.2515 0.0073 1.6598  -0.159
O: 3.2507 -0.7193 0.9778  -0.146
H: 4.4758 1.1096 1.4306  0.110
H: 5.2918 -0.3844 1.5894  0.085
H: 4.1372 -0.0504 2.7744  0.074
H: 2.4594 -0.1759 0.9963  0.016
C: 0.4612 0.7689 -0.4348  -0.113
O: 0.9988 0.6855 0.8762  -0.127
H: 0.6969 1.7624 -0.8430  0.107
H: -0.6298 0.5248 -0.5302  0.065
H: 0.8445 -0.0163 -1.1090  0.066
H: 0.4341 1.3060 1.3365  0.033
C: 2.3423 2.5828 4.4884  -0.146
O: 1.4226 1.8822 3.6810  -0.112
H: 2.0305 2.5177 5.5265  0.069
H: 2.2326 3.6541 4.3528  0.080
H: 3.3651 2.1602 4.5080  0.086
H: 1.4466 0.9887 3.9477  0.003
C: 1.3881 -1.5698 -5.0103  -0.087
O: 0.9756 -1.4906 -3.6174  -0.171
H: 0.4973 -1.2096 -5.5707  0.077
H: 1.5651 -2.5605 -5.3505  0.069
H: 2.2587 -0.8722 -5.1733  0.108
H: 1.1552 -2.3525 -3.2139  0.074
C: -2.2315 -1.1841 -1.6148  -0.189
O: -3.2007 -1.6196 -2.5157  -0.071
H: -1.2771 -0.9713 -2.0506  0.049
H: -2.2256 -1.9504 -0.8896  0.060
H: -2.4992 -0.3812 -0.9909  0.034
H: -3.1065 -2.5807 -2.5087  0.090
C: 0.6259 -2.5171 -0.1489  -0.158
O: 1.0278 -3.8459 -0.1389  -0.081
H: 0.1787 -2.2157 0.8043  0.072
H: -0.0238 -2.3326 -0.9726  0.047
H: 1.5706 -1.9861 -0.3854  0.068
H: 1.0233 -4.1520 -1.0364  0.064
C: -0.8177 3.3885 1.7101  -0.143
O: -1.4446 2.1638 1.5936  -0.152
H: 0.2716 3.2205 1.8231  0.083
H: -1.1625 3.8968 2.6166  0.104
H: -1.0402 3.9515 0.8216  0.082
H: -1.4262 1.7655 2.4863  0.124
C: 3.7824 -1.7701 -2.1850  -0.156
O: 4.7216 -1.7334 -1.1093  -0.110
H: 4.2347 -1.7627 -3.1550  0.073
H: 2.9177 -1.1476 -2.0267  0.048
H: 3.3039 -2.7768 -2.1635  0.072
H: 4.3075 -1.4776 -0.2912  0.007
C: -2.1559 -1.5381 1.8453  -0.183
O: -3.1926 -1.0121 2.5697  -0.080
H: -2.5803 -2.3657 1.3421  0.070
H: -1.4802 -2.0429 2.5729  0.089
H: -1.7280 -0.8611 1.0590  0.073
H: -3.9372 -0.8696 2.0420  0.007
C: -1.4306 0.8048 -4.4481  -0.179
O: -0.3566 0.9033 -3.5932  -0.127
H: -2.2695 0.3048 -4.0629  0.059
H: -1.1136 0.2584 -5.2903  0.057
H: -1.8151 1.7412 -4.7627  0.079
H: -0.0636 -0.0047 -3.3638  0.033
C: -4.2371 1.2103 0.9459  -0.200
O: -5.1653 0.2442 1.0920  -0.100
H: -4.7238 1.9541 0.3922  0.075
H: -3.3867 0.7789 0.4011  0.069
H: -3.9194 1.6183 1.8851  0.083
H: -5.8772 0.6018 1.6552  0.119
C: 1.2690 -1.5117 3.4471  -0.110
O: 0.9996 -0.8079 4.6643  -0.095
H: 1.6317 -0.8892 2.7270  0.007
H: 0.3872 -1.8020 2.9474  0.034
H: 1.9740 -2.3380 3.5260  0.110
H: 1.7858 -0.7852 5.2070  0.082

Cartesian forces (eV/Å) of the 6 atoms listed first:
-0.2 0.3 -0.2
0.3 0.1 1.0
0.2 0.2 -0.4
0.3 0.0 0.0
-0.3 -0.4 -0.3
-0.7 0.0 -0.4


No. 3
Molecular formula: C13H53BrO16
Method: DFT, the ωB97M-V functional and the def2-TZVPD basis

Computed properties:
Maximum force in hartree/bohr: 0.086
E_tot in Ha: -4304.880707
Charge: 0
Kohn-Sham gap in eV: 9.328

Last column: Löwdin charge in e.
Positions of all 83 atoms, in Å:
C: 1.8059 1.0703 -0.6012  -0.093
C: 0.9871 2.2175 0.0443  -0.338
C: 0.9594 1.9736 1.5745  -0.068
C: -0.4107 2.4723 -0.6482  -0.262
C: -0.5473 1.6063 -1.9396  -0.071
C: -1.6590 2.3839 0.2567  -0.181
O: -1.9553 1.1237 0.8315  -0.088
C: -2.7141 0.2924 -0.0266  -0.236
C: -4.0386 0.7957 -0.6553  -0.137
O: -5.1587 0.0115 -0.3199  -0.106
C: -4.8848 -0.7704 0.8275  -0.157
C: -3.3458 -0.7555 1.0013  -0.208
C: -2.5934 -2.1105 1.0938  -0.151
C: -2.9370 -2.9496 -0.1567  -0.282
C: -1.8419 -4.0534 -0.3527  -0.533
Br: -0.4485 -3.3573 -1.5834  0.610
H: 2.1189 1.3940 -1.5982  0.061
H: 1.2611 0.1268 -0.6133  0.070
H: 2.7446 0.8977 -0.0306  0.066
H: 1.6065 3.1157 -0.1175  0.115
H: 0.3826 2.6964 2.1517  0.057
H: 1.9881 1.9217 1.9294  0.045
H: 0.5490 0.9706 1.7251  0.078
H: -0.3832 3.5108 -1.0157  0.133
H: -0.5862 0.5396 -1.7242  0.061
H: 0.2278 1.8886 -2.6547  0.078
H: -1.5056 1.9057 -2.3993  0.047
H: -2.4880 2.8358 -0.3032  0.115
H: -1.4819 3.0605 1.1020  0.105
H: -2.0849 -0.3661 -0.6339  0.121
H: -4.2026 1.8777 -0.6984  0.119
H: -3.8928 0.5734 -1.7302  0.127
H: -5.3664 -0.2559 1.6693  0.119
H: -5.2412 -1.8056 0.8277  0.114
H: -3.2383 -0.2804 1.9887  0.138
H: -1.5170 -1.8909 1.0766  0.112
H: -2.8334 -2.5878 2.0474  0.122
H: -2.8753 -2.3051 -1.0414  0.078
H: -3.9377 -3.3789 -0.1437  0.085
H: -1.3147 -4.2550 0.5752  0.057
H: -2.3412 -4.9179 -0.7828  0.047
O: -2.4431 3.3216 -3.6482  -0.049
H: -2.5060 2.7589 -4.4267  0.061
H: -1.9686 4.0991 -3.9589  0.058
O: 4.5215 1.9296 1.2381  -0.050
H: 4.6058 2.2853 2.1251  0.042
H: 5.4282 1.9245 0.9066  0.017
O: -5.2706 4.8320 -4.2081  -0.062
H: -5.4616 5.5680 -3.6227  0.030
H: -4.5382 4.3737 -3.7822  -0.007
O: -4.6599 -5.6463 0.6544  -0.046
H: -5.4921 -5.7483 1.1236  0.041
H: -4.7330 -6.2553 -0.0854  0.041
O: 3.3796 -1.9500 -1.7030  -0.050
H: 3.5396 -1.6391 -2.5979  0.057
H: 2.4732 -2.2648 -1.6803  0.010
O: 3.7801 3.7059 -2.0648  -0.054
H: 2.8234 3.6799 -1.9875  0.014
H: 4.0835 3.0899 -1.3893  0.018
O: 7.5756 0.8346 0.9480  -0.049
H: 7.5522 0.9558 -0.0062  0.023
H: 7.6502 -0.1145 1.0536  0.019
O: 6.5056 -0.9437 -1.0870  -0.032
H: 6.7029 -0.6262 -1.9719  0.066
H: 5.5899 -1.2376 -1.1392  0.032
O: -1.6603 3.1316 3.9663  -0.053
H: -1.6916 2.5763 3.1792  0.004
H: -1.1787 3.9095 3.6754  0.030
O: 7.8688 -2.9177 0.5699  -0.064
H: 7.6637 -3.7198 0.0835  0.032
H: 7.6798 -2.2023 -0.0600  -0.003
O: 2.3934 -2.5745 0.8699  -0.062
H: 2.0882 -1.9769 1.5609  0.022
H: 3.2003 -2.1647 0.5520  0.001
O: -7.7061 -1.5838 2.3573  -0.058
H: -7.7530 -1.2729 1.4485  0.030
H: -8.5509 -2.0170 2.5017  0.033
O: 2.2459 -0.0992 3.3657  -0.048
H: 2.5401 0.7047 3.7988  0.038
H: 1.7459 -0.5603 4.0450  0.048
O: 5.0038 -4.1860 0.1613  -0.046
H: 5.6450 -3.6602 0.6482  0.010
H: 4.5222 -3.5417 -0.3657  -0.012

Cartesian forces (eV/Å) of the 6 atoms listed first:
0.6 0.5 0.6
0.3 0.0 0.4
-0.1 -0.5 -0.9
0.7 -0.8 -0.5
-1.2 1.0 0.5
1.2 1.0 0.0


No. 4
Molecular formula: C13H6F6N4
Method: DFT, the ωB97M-V functional and the def2-TZVPD basis

Computed properties:
Energy relative to the best compared isomer or geometry (same formula, charge and spin) in kcal per mole: 0.0
Structure (SMILES): Fc1ccc(-c2cc(C(F)(F)C(F)(F)F)nn3cnnc23)cc1
Maximum force in hartree/bohr: 0.065
E_tot in Ha: -1317.183198
Charge: 0
Kohn-Sham gap in eV: 8.205

Last column: Löwdin charge in e.
Positions of all 29 atoms, in Å:
F: -0.8867 4.1240 4.1980  0.084
F: -2.5148 -3.8603 -3.1840  0.143
F: -0.3533 -3.9459 -2.8808  0.158
F: -1.6961 -3.8432 -1.1498  0.168
F: -1.3917 -1.3640 -3.7420  0.134
F: -2.6970 -1.3307 -2.0105  0.123
N: 3.7890 -0.6260 -0.2637  0.032
N: 2.8385 0.1265 0.4525  0.080
N: 0.8661 -1.6246 -1.8842  0.196
C: 3.1936 -1.3519 -1.1910  -0.117
C: 1.6817 -0.1481 -0.1079  -0.228
C: -0.3873 -1.2246 -1.6516  -0.115
C: -0.6512 -0.1541 -0.7006  0.063
C: 0.3109 0.3361 0.1633  -0.049
C: -1.5297 2.2840 2.8852  0.003
C: 0.6307 3.2527 2.5853  0.012
C: -1.2507 1.3209 1.8939  -0.005
C: 0.9149 2.3148 1.5707  -0.007
C: -0.5975 3.2411 3.2428  -0.290
C: -0.0224 1.3389 1.1961  -0.176
N: 1.8739 -1.0380 -1.1567  -0.028
C: -1.4949 -3.3976 -2.4052  -0.498
C: -1.5218 -1.8429 -2.4719  -0.374
H: 3.6899 -2.0424 -1.8483  0.125
H: -1.6217 0.2828 -0.6599  0.111
H: -2.4456 2.2086 3.4524  0.116
H: 1.3625 3.9946 2.9094  0.122
H: -1.9648 0.5508 1.6926  0.107
H: 1.8755 2.4185 1.0661  0.110

Cartesian forces (eV/Å) of the 6 atoms listed first:
0.1 0.1 0.1
0.7 0.3 0.7
-1.0 0.8 0.5
0.2 0.6 -0.7
-0.1 -1.0 0.2
0.3 -1.0 -0.1